[1]
Density functional theory data (ωB97M-V/def2-TZVPD) for the molecule C3H8Si at a distorted geometry.

The max |F| is 0.0818 Eh/bohr. The calculation puts the HOMO-LUMO gap at 10.770 eV. The SMILES is C=CC[SiH3]. The value obtained for the energy above the lowest of the compared OMol25 structures with the same formula, charge and spin is 1.007 eV. The LUMO energy comes out at 1.185 eV.

```
12
Properties=species:S:1:pos:R:3:forces:R:3
C 0.614668 -0.271527 1.873517 0.045 0.341 -0.422
C 0.860473 -0.224370 0.594325 3.343 2.280 -1.150
C -0.001852 -0.751479 -0.492308 1.245 -2.042 -0.558
Si -0.840576 0.695097 -1.341209 -2.810 -0.650 0.137
H 1.270380 0.158756 2.548558 1.237 0.717 1.264
H -0.297728 -0.578466 2.254641 -1.664 -1.048 0.665
H 1.911442 0.401616 0.309776 -2.949 -1.985 0.409
H -0.615092 -1.598024 -0.005494 0.627 1.298 -1.297
H 0.790475 -1.190019 -1.230499 -1.749 0.301 0.927
H -0.008637 1.787972 -0.991944 0.783 1.098 -0.339
H -2.233893 1.038047 -0.816920 0.766 -0.213 0.526
H -1.449659 0.532397 -2.702443 1.126 -0.098 -0.161
```
Positions in Å, forces in eV/Å.

[2]
Density functional theory data (ωB97M-V/def2-TZVPD) for the molecule C3H4O3.

The max |F| is 0.0106 Eh/bohr. The calculation puts the HOMO-LUMO gap at 11.200 eV. The SMILES is O=CCOC=O. The value obtained for the energy above the lowest of the compared OMol25 structures with the same formula, charge and spin is 1.072 eV. The LUMO energy comes out at 0.841 eV.

```
10
Properties=species:S:1:pos:R:3:forces:R:3
O 1.088740 1.583058 -0.432215 0.155 -0.501 0.157
C 1.384184 0.468204 -0.090909 -0.094 0.326 -0.090
C 0.431751 -0.708544 -0.142484 0.073 -0.026 -0.020
O -0.813591 -0.342032 -0.707136 -0.131 -0.003 0.040
C -1.647767 0.297956 0.129945 -0.019 0.076 0.354
O -1.435753 0.509039 1.293182 -0.086 -0.091 -0.523
H 2.398996 0.217753 0.283094 -0.091 0.048 -0.018
H 0.851000 -1.487809 -0.786945 -0.016 0.108 0.093
H 0.298895 -1.113302 0.867357 0.096 0.056 -0.091
H -2.562210 0.570508 -0.414881 0.112 0.008 0.097
```
Positions in Å, forces in eV/Å.

[3]
Density functional theory data (ωB97M-V/def2-TZVPD) for the molecule C29H31N3O4.

The max |F| is 0.0164 Eh/bohr. The calculation puts the HOMO-LUMO gap at 7.834 eV. The SMILES is CCc1ccc(N2C(=O)NC(=O)/C(=C/c3cccn3CCOc3ccc([C@H](C)CC)cc3)C2=O)cc1. The value obtained for the energy above the lowest of the compared OMol25 structures with the same formula, charge and spin is 0.000 eV. The LUMO energy comes out at -0.457 eV.

```
67
Properties=species:S:1:pos:R:3:forces:R:3
C 0.967296 -3.274745 6.343229 0.145 -0.144 -0.070
H 1.459659 -3.767096 7.178661 0.010 -0.009 0.138
H -0.103365 -3.450133 6.417536 -0.107 0.013 0.045
H 1.142863 -2.204033 6.416715 -0.012 0.108 0.045
C 1.502488 -3.810842 5.013719 -0.125 0.124 0.148
C 0.822798 -3.126129 3.863114 0.086 -0.116 -0.061
C 1.340618 -1.952370 3.330628 -0.045 -0.008 -0.043
C 0.700571 -1.298486 2.295623 -0.161 -0.089 -0.050
C -0.482981 -1.811970 1.787181 0.170 -0.199 0.301
C -1.023194 -2.972396 2.317953 0.004 0.199 -0.047
C -0.365001 -3.624040 3.344111 0.045 0.041 0.007
H -0.784914 -4.532827 3.750001 -0.038 -0.118 0.043
H -1.946195 -3.367903 1.924013 -0.063 -0.036 -0.055
N -1.146508 -1.127323 0.718763 0.257 -0.143 0.425
C -1.491928 -1.859675 -0.396765 -0.035 0.042 -0.389
O -1.182338 -3.014816 -0.561716 -0.072 -0.173 -0.056
N -2.260388 -1.186336 -1.318798 -0.289 -0.168 -0.317
C -2.538870 0.164831 -1.355896 0.014 -0.071 0.053
O -3.195032 0.632955 -2.259758 -0.059 0.042 -0.201
C -1.950168 0.935644 -0.254594 -0.199 0.774 -0.043
C -1.843923 2.278414 -0.487593 -0.227 -0.801 -0.121
C -1.200427 3.314142 0.222756 0.054 -0.021 0.669
C -0.863217 3.480980 1.568227 -0.021 -0.087 -0.167
C -0.253084 4.724402 1.702124 0.086 0.131 -0.108
C -0.214983 5.294868 0.447413 0.060 0.136 0.201
N -0.804331 4.467313 -0.437719 -0.096 0.094 0.225
C -0.807968 4.689608 -1.857041 0.371 -0.343 -0.662
H -1.785948 4.449000 -2.282416 0.065 0.125 0.031
H -0.604942 5.749023 -2.028783 -0.069 -0.096 0.033
C 0.257290 3.853758 -2.596667 0.010 0.526 -0.016
O -0.229147 2.571596 -2.910859 -0.207 -0.215 0.158
C 0.409979 1.429313 -2.499763 0.102 -0.329 -0.251
C 0.114892 0.291762 -3.248179 -0.016 0.362 0.010
C 0.724947 -0.911093 -2.960951 0.080 0.079 0.102
C 1.647389 -1.024165 -1.926171 -0.115 -0.163 -0.093
C 1.881536 0.100746 -1.147087 -0.013 -0.140 -0.066
C 1.271044 1.315154 -1.416651 -0.067 0.389 -0.033
H 1.480878 2.158580 -0.774141 -0.014 0.091 0.043
H 2.568916 0.044359 -0.315940 0.105 -0.013 0.111
C 2.407921 -2.310462 -1.721958 0.260 -0.049 0.349
C 2.189441 -2.900807 -0.328880 -0.069 -0.030 -0.279
H 2.526266 -2.218316 0.447010 0.065 0.074 0.103
H 1.136133 -3.115334 -0.171044 -0.052 -0.018 0.111
H 2.744333 -3.831042 -0.228430 0.101 -0.107 0.053
C 3.905240 -2.088333 -1.987900 -0.202 -0.091 -0.322
C 4.177001 -1.623274 -3.413271 0.097 -0.012 0.236
H 3.681368 -0.674596 -3.607942 -0.016 0.093 -0.087
H 3.807243 -2.354215 -4.129123 -0.037 -0.064 -0.131
H 5.245030 -1.495016 -3.575036 0.081 0.036 -0.101
H 4.293613 -1.349321 -1.284413 0.025 -0.017 0.124
H 4.433851 -3.027129 -1.808128 0.032 -0.003 0.101
H 2.039980 -3.037289 -2.454050 0.003 0.051 -0.031
H 0.498618 -1.776232 -3.566976 -0.008 -0.113 -0.073
H -0.587361 0.385016 -4.061456 -0.097 0.013 -0.114
H 1.179769 3.814856 -2.010145 -0.087 0.026 -0.053
H 0.475783 4.350606 -3.551298 0.008 -0.053 0.138
H 0.190751 6.239773 0.139049 0.048 0.137 -0.127
H 0.116860 5.163238 2.607046 0.063 0.116 0.147
H -1.068692 2.775565 2.345161 -0.069 -0.092 0.040
H -2.255778 2.561239 -1.451913 0.035 -0.082 0.013
C -1.442217 0.225476 0.916092 -0.171 0.179 0.018
O -1.274390 0.720362 2.009250 0.025 0.089 -0.122
H -2.572613 -1.736000 -2.111291 0.099 0.098 0.154
H 1.107292 -0.387378 1.885198 0.045 0.079 -0.048
H 2.261341 -1.548477 3.726671 0.115 0.040 0.042
H 2.579431 -3.639019 4.963663 0.009 -0.082 -0.041
H 1.324812 -4.886620 4.961633 0.084 -0.010 -0.039
```
Positions in Å, forces in eV/Å.

[4]
Density functional theory data (ωB97M-V/def2-TZVPD) for a 7-piece molecular cluster, C27H56N7O7P overall.

The max |F| is 0.0057 Eh/bohr. The calculation puts the HOMO-LUMO gap at 9.495 eV. The SMILES is CCOCCPc1ccncc1.CN(C)C=O.CN(C)C=O.CN(C)C=O.CN(C)C=O.CN(C)C=O.CN(C)C=O. The LUMO energy comes out at 0.603 eV.

```
98
Properties=species:S:1:pos:R:3:forces:R:3
C 3.814782 2.845808 0.790662 -0.050 0.012 -0.052
C 2.351675 2.467124 0.569420 0.038 0.092 0.002
O 2.191151 1.468757 -0.435505 -0.058 0.020 0.066
C 2.245321 0.153185 0.084150 0.097 -0.052 0.104
C 0.915077 -0.278568 0.705778 0.199 0.046 0.024
P -0.486834 0.199086 -0.408267 0.030 -0.161 -0.129
C -0.879844 1.881678 0.218631 -0.094 0.168 -0.046
C -0.938356 2.930759 -0.697036 0.052 -0.214 0.007
C -1.192244 4.217387 -0.248633 0.007 0.017 -0.099
N -1.387607 4.522199 1.028583 -0.011 0.022 0.175
C -1.347330 3.512649 1.900178 0.161 0.177 0.108
C -1.104790 2.194486 1.557663 0.074 -0.120 -0.179
H 4.462235 1.990448 0.584397 -0.029 0.013 0.055
H 4.101386 3.669444 0.134933 0.055 -0.127 0.020
H 3.987204 3.155298 1.824442 -0.016 0.024 -0.047
H 1.788188 3.331198 0.216440 -0.026 -0.021 0.043
H 1.878774 2.143045 1.503251 0.027 -0.054 -0.036
H 3.050111 0.084621 0.829565 -0.030 -0.093 -0.050
H 2.498344 -0.510587 -0.743801 -0.090 0.085 -0.033
H 0.801594 0.145388 1.705963 -0.102 -0.021 -0.031
H 0.907332 -1.366927 0.812798 -0.010 0.035 -0.032
H -1.488320 -0.494206 0.314141 -0.030 0.090 0.113
H -0.769041 2.749999 -1.752400 0.009 -0.019 0.049
H -1.228542 5.040787 -0.957145 -0.019 -0.018 0.058
H -1.495650 3.768237 2.945461 0.003 0.085 -0.064
H -1.097062 1.437136 2.333632 -0.056 -0.002 -0.048
C -3.881263 1.997889 3.634801 -0.045 -0.123 -0.099
O -3.336905 0.918699 3.821919 0.036 0.003 0.000
N -5.055389 2.358731 4.168460 0.098 0.055 0.180
C -5.687833 3.639570 3.899857 0.022 -0.277 -0.054
C -5.744426 1.407363 5.019952 0.000 -0.016 -0.028
H -3.437630 2.759024 2.977853 -0.144 0.082 0.042
H -5.847833 4.189441 4.829558 0.003 0.011 -0.011
H -6.632970 3.439278 3.401390 -0.070 0.283 0.006
H -5.050818 4.232215 3.245225 0.018 -0.019 -0.010
H -5.135413 1.153821 5.888671 -0.002 0.007 0.004
H -5.951827 0.484679 4.476401 -0.010 0.004 -0.008
H -6.683260 1.848066 5.346224 -0.006 -0.010 -0.002
C -8.322232 1.011388 1.880872 0.206 -0.145 -0.031
O -7.638383 1.986082 2.146767 -0.202 0.108 0.057
N -7.864173 -0.030974 1.170201 -0.017 -0.024 -0.012
C -8.667079 -1.200638 0.874534 0.013 0.033 0.002
C -6.494459 0.033834 0.684156 -0.047 -0.061 -0.030
H -9.366749 0.902105 2.214341 -0.004 0.005 -0.019
H -8.206358 -2.101678 1.281857 0.003 -0.004 -0.012
H -8.776595 -1.334544 -0.202582 -0.007 -0.008 -0.002
H -9.655228 -1.078361 1.315612 -0.005 -0.001 0.001
H -5.796370 0.147553 1.515203 0.013 -0.013 -0.003
H -6.367298 0.889065 0.019896 0.021 0.008 0.002
H -6.278167 -0.883554 0.141322 -0.018 0.001 -0.011
C 3.719997 6.907142 -1.026970 0.032 -0.003 0.003
O 4.233713 5.810426 -0.915486 -0.042 0.043 -0.014
N 2.587442 7.286781 -0.403054 -0.021 0.016 0.026
C 2.027355 8.610724 -0.562648 -0.004 -0.043 0.001
C 1.909070 6.325654 0.450292 0.019 0.007 -0.023
H 4.150288 7.699795 -1.662440 0.000 0.003 0.009
H 1.971611 9.129291 0.396649 0.005 0.011 -0.003
H 1.022675 8.561665 -0.987789 0.001 0.009 -0.006
H 2.658664 9.191200 -1.233298 -0.002 0.008 -0.001
H 2.564617 5.994284 1.256623 0.005 -0.004 0.001
H 1.614705 5.448439 -0.125155 -0.021 0.000 -0.004
H 1.018587 6.784736 0.873252 -0.006 -0.006 -0.003
C 3.772287 -2.763133 -1.980414 0.008 0.037 0.002
O 2.661347 -3.260166 -1.976094 -0.009 0.002 0.040
N 4.914984 -3.447637 -1.788209 0.019 -0.024 -0.008
C 6.216913 -2.812485 -1.797799 -0.011 -0.026 -0.003
C 4.838054 -4.880071 -1.564888 0.000 0.013 0.002
H 3.939529 -1.684716 -2.144392 0.012 -0.007 -0.016
H 6.846929 -3.238960 -2.578143 0.043 0.023 0.019
H 6.722265 -2.958043 -0.841480 0.025 0.025 -0.005
H 6.104684 -1.744101 -1.975183 -0.041 0.000 0.004
H 4.363833 -5.376450 -2.413335 -0.001 -0.002 0.000
H 4.243085 -5.101407 -0.678116 0.002 -0.002 0.003
H 5.847494 -5.264905 -1.433047 -0.001 -0.005 -0.003
C -5.370203 -4.601693 -0.022783 0.000 0.022 0.076
O -6.251116 -3.886393 -0.466327 -0.023 0.002 0.012
N -4.138771 -4.167447 0.303999 0.000 -0.018 -0.072
C -3.128736 -5.036322 0.866918 0.004 0.021 -0.050
C -3.844745 -2.761127 0.087807 -0.089 -0.054 0.033
H -5.515379 -5.679861 0.157320 0.000 0.001 -0.004
H -2.826118 -4.690404 1.857131 -0.006 -0.006 0.010
H -2.244792 -5.073931 0.227376 0.003 -0.008 -0.001
H -3.531912 -6.043393 0.959897 0.004 -0.006 0.003
H -4.567120 -2.157616 0.634955 0.113 0.103 0.035
H -3.930711 -2.511203 -0.970198 0.041 0.021 -0.006
H -2.838650 -2.540097 0.434663 -0.010 -0.023 0.020
C 8.478412 -5.151083 -4.012937 0.036 0.019 -0.001
O 8.622376 -5.187767 -2.805304 -0.068 -0.015 -0.003
N 7.790371 -6.062342 -4.727542 -0.024 -0.014 -0.013
C 7.643699 -5.963351 -6.164069 0.000 -0.019 0.035
C 7.184991 -7.180906 -4.024829 0.025 0.015 0.001
H 8.907770 -4.347837 -4.635524 -0.002 -0.007 -0.004
H 6.591243 -5.889325 -6.444484 0.000 0.010 -0.007
H 8.075732 -6.833972 -6.661425 0.007 0.006 -0.009
H 8.158895 -5.072323 -6.518246 -0.001 0.001 -0.009
H 6.464528 -6.828776 -3.286827 -0.009 -0.004 -0.004
H 7.944107 -7.762470 -3.501383 0.000 -0.003 0.000
H 6.677139 -7.815880 -4.746889 -0.001 -0.005 0.003
```
Positions in Å, forces in eV/Å.